(1)
Density functional theory data (ωB97M-V/def2-TZVPD) for a structure of composition C34H26Cl48N5O3PS at a distorted geometry.

Structure (XYZ):
```
118
Properties=species:S:1:pos:R:3
C 5.937 3.687 -1.959
N 5.178 2.929 -2.984
C 5.793 1.599 -3.297
C 4.968 0.454 -2.645
C 5.433 -0.450 -1.647
C 4.564 -1.389 -1.128
O 5.071 -2.214 -0.128
C 3.239 -1.520 -1.538
C 2.773 -0.651 -2.520
C 3.638 0.309 -3.048
S 2.895 1.389 -4.286
C 1.290 1.636 -3.530
C 0.732 0.503 -2.941
C -0.513 0.589 -2.309
C -1.177 1.813 -2.265
C -2.536 1.995 -1.548
C -2.975 0.679 -0.865
C -4.132 0.876 0.138
C -4.689 -0.504 0.668
N -4.026 -1.644 0.058
C -2.888 -2.276 0.456
C -2.542 -3.322 -0.374
C -3.581 -3.305 -1.423
C -4.422 -2.299 -1.064
C -0.597 2.953 -2.855
P -1.395 4.613 -2.795
N -0.664 5.491 -1.694
C 0.649 2.864 -3.501
O 1.299 3.937 -4.093
N 1.787 4.891 -3.116
O 1.749 5.946 -3.586
N 1.433 -0.731 -2.991
H 7.001 3.708 -2.225
H 5.744 3.257 -0.952
H 5.539 4.716 -1.915
H 4.261 2.812 -2.566
H 6.827 1.560 -2.919
H 5.800 1.521 -4.396
H 6.456 -0.407 -1.276
H 4.777 -3.119 -0.294
H 2.535 -2.242 -1.126
H -0.911 -0.315 -1.846
H -2.344 2.778 -0.787
H -3.305 2.400 -2.220
H -2.122 0.299 -0.284
H -3.227 -0.013 -1.686
H -4.937 1.530 -0.222
H -3.684 1.385 1.013
H -5.736 -0.553 0.327
H -4.693 -0.567 1.769
H -2.298 -2.014 1.336
H -1.684 -3.979 -0.311
H -3.701 -3.929 -2.298
H -5.289 -2.071 -1.667
H -2.731 4.462 -2.362
H -1.303 5.221 -4.072
H 0.091 4.936 -1.299
H 0.896 -1.421 -2.475
C -3.450 -7.475 -1.231
Cl -4.973 -7.641 -2.119
Cl -3.425 -8.628 0.115
Cl -2.094 -7.811 -2.319
Cl -3.309 -5.818 -0.611
C 8.418 -3.479 2.069
Cl 10.064 -4.079 1.814
Cl 8.050 -2.243 0.866
Cl 7.270 -4.820 1.915
Cl 8.289 -2.779 3.684
C 4.867 -1.032 5.006
Cl 3.160 -0.969 5.474
Cl 5.516 0.612 4.921
Cl 5.771 -1.965 6.207
Cl 5.018 -1.808 3.428
C -8.561 -3.675 -0.707
Cl -6.921 -3.063 -0.417
Cl -9.745 -2.494 -0.123
Cl -8.789 -3.933 -2.441
Cl -8.781 -5.206 0.152
C 1.498 9.902 -4.459
Cl 0.394 8.561 -4.143
Cl 0.600 11.428 -4.439
Cl 2.750 9.939 -3.212
Cl 2.253 9.685 -6.046
C -5.741 0.350 5.164
Cl -6.464 1.837 5.787
Cl -5.243 -0.676 6.514
Cl -6.924 -0.513 4.170
Cl -4.327 0.752 4.176
C 1.831 -4.258 2.147
Cl 1.879 -5.887 1.461
Cl 2.213 -4.331 3.871
Cl 3.015 -3.234 1.321
Cl 0.214 -3.575 1.930
C 5.468 -5.691 8.141
Cl 6.346 -7.013 7.360
Cl 6.614 -4.433 8.634
Cl 4.293 -5.013 7.006
Cl 4.622 -6.305 9.567
C 8.285 2.735 0.935
Cl 7.612 4.370 0.888
Cl 8.330 2.166 2.608
Cl 7.278 1.642 -0.030
Cl 9.927 2.753 0.270
C 13.746 2.184 -1.846
Cl 15.172 2.773 -0.982
Cl 12.286 2.875 -1.118
Cl 13.842 2.668 -3.543
Cl 13.676 0.420 -1.737
C -13.206 -0.478 1.419
Cl -13.459 -1.899 0.398
Cl -14.227 -0.594 2.856
Cl -11.506 -0.399 1.907
Cl -13.625 0.983 0.511
C -18.010 1.158 3.278
Cl -18.724 2.648 3.909
Cl -17.458 0.152 4.628
Cl -19.222 0.273 2.343
Cl -16.636 1.552 2.240
```

largest force on an atom = 0.0525 hartree/bohr
E_LUMO = -0.147 eV
energy = -670463.40888 eV
frontier orbital gap = 0.2916 Ha

***

(2)
Density functional theory data (ωB97M-V/def2-TZVPD) for a structure of composition C34H26Co2NO7P at a distorted geometry.

Structure (XYZ):
```
71
Properties=species:S:1:pos:R:3
C 0.875 1.504 -3.537
C 2.193 0.902 -3.399
N 3.136 1.188 -4.355
O 4.358 0.931 -4.144
O 2.734 1.700 -5.445
H 0.080 0.784 -3.785
H 0.574 2.045 -2.634
H 1.000 2.214 -4.372
H 2.481 0.142 -2.687
O 4.005 -2.456 -0.314
C 3.425 -2.559 0.685
Co 2.576 -2.678 2.216
C 2.449 -4.386 2.521
O 2.440 -5.522 2.750
C 3.721 -2.189 3.440
O 4.473 -1.867 4.260
C 1.283 -1.103 2.143
C 1.473 -0.041 1.240
C 1.811 1.280 1.354
C 2.816 2.083 0.691
C 3.387 3.215 1.334
C 4.246 4.055 0.633
C 4.572 3.790 -0.707
C 4.068 2.637 -1.332
C 3.219 1.789 -0.622
Co 0.609 -1.477 0.519
C 1.012 -1.476 -1.153
O 1.201 -1.608 -2.299
C 0.292 -3.238 0.635
O 0.004 -4.355 0.510
P -1.447 -0.791 0.412
C -1.963 -0.279 -1.279
C -2.394 1.016 -1.603
C -2.704 1.344 -2.927
C -2.634 0.379 -3.935
C -2.235 -0.921 -3.611
C -1.899 -1.250 -2.295
C -2.743 -2.014 0.864
C -3.947 -2.161 0.157
C -4.907 -3.080 0.587
C -4.693 -3.840 1.741
C -3.502 -3.687 2.458
C -2.520 -2.798 2.010
C -1.867 0.655 1.473
C -2.744 0.577 2.570
C -2.908 1.675 3.417
C -2.208 2.865 3.190
C -1.329 2.946 2.104
C -1.183 1.857 1.240
H 0.777 -0.958 3.108
H 1.380 1.782 2.239
H 3.130 3.394 2.382
H 4.665 4.927 1.136
H 5.230 4.467 -1.259
H 4.332 2.379 -2.361
H 2.800 0.882 -1.059
H -2.484 1.772 -0.825
H -3.001 2.366 -3.166
H -2.897 0.637 -4.965
H -2.188 -1.692 -4.384
H -1.606 -2.274 -2.055
H -4.132 -1.563 -0.731
H -5.831 -3.197 0.020
H -5.454 -4.541 2.088
H -3.325 -4.258 3.371
H -1.580 -2.702 2.561
H -3.300 -0.341 2.750
H -3.587 1.597 4.269
H -2.353 3.729 3.846
H -0.756 3.857 1.926
H -0.506 1.942 0.389
```

largest force on an atom = 0.0871 hartree/bohr
E_LUMO = 3.934 eV
total charge = -2
energy = -136039.12059 eV
energy above the lowest of the compared OMol25 structures with the same formula, charge and spin = 97.5 kJ/mol
frontier orbital gap = 0.1647 Ha

***

(3)
Density functional theory data (ωB97M-V/def2-TZVPD) for a structure of composition C34H26CrN3O4P2S3.

Structure (XYZ):
```
73
Properties=species:S:1:pos:R:3
Cr 0.371 -0.653 -0.302
C -1.521 1.855 -1.364
P -1.401 0.088 -1.790
C -1.219 -0.041 -3.588
C -2.302 -0.056 -4.466
C -2.084 -0.106 -5.833
C -0.785 -0.135 -6.329
C 0.293 -0.127 -5.458
C 0.078 -0.094 -4.088
C -3.045 -0.615 -1.456
C -3.260 -1.963 -1.748
C -4.493 -2.543 -1.492
C -5.520 -1.792 -0.934
C -5.308 -0.455 -0.632
C -4.077 0.132 -0.894
C -1.410 1.856 0.131
C -1.901 2.710 1.099
C -1.371 2.254 2.334
C -0.596 1.149 2.040
C 0.367 0.362 2.873
P 0.497 -1.285 2.065
C 1.940 -2.071 2.841
C 1.933 -3.406 3.240
C 3.067 -3.972 3.799
C 4.227 -3.222 3.941
C 4.253 -1.908 3.502
C 3.116 -1.335 2.950
C -0.972 -2.075 2.800
C -2.139 -2.189 2.050
C -3.307 -2.655 2.638
C -3.323 -3.011 3.977
C -2.166 -2.890 4.735
C -1.001 -2.418 4.152
N -0.640 0.883 0.702
H -2.413 2.355 -1.748
H -0.644 2.321 -1.826
H -3.314 -0.034 -4.078
H -2.927 -0.122 -6.514
H -0.616 -0.167 -7.399
H 1.308 -0.143 -5.832
H 0.920 -0.111 -3.407
H -2.448 -2.557 -2.146
H -4.643 -3.592 -1.716
H -6.479 -2.252 -0.725
H -6.096 0.135 -0.180
H -3.913 1.164 -0.616
H -2.542 3.563 0.933
H -1.512 2.692 3.311
H 0.065 0.273 3.919
H 1.357 0.825 2.832
H 1.051 -4.008 3.072
H 3.052 -5.013 4.098
H 5.117 -3.672 4.364
H 5.167 -1.329 3.550
H 3.177 -0.332 2.547
H -2.122 -1.936 1.000
H -4.204 -2.738 2.035
H -4.235 -3.379 4.432
H -2.170 -3.160 5.785
H -0.105 -2.315 4.753
S 1.875 0.992 -0.553
C 3.461 0.425 -1.154
S 4.481 -0.435 -0.159
C 3.792 0.863 -2.449
C 5.055 0.583 -3.031
N 6.076 0.409 -3.542
C 2.953 1.690 -3.230
N 2.310 2.369 -3.913
O 0.973 -3.818 0.528
S 0.579 -3.237 -0.745
O 0.396 -4.185 -1.816
O -0.697 -2.408 -0.525
O 1.505 -2.095 -1.138
```

largest force on an atom = 0.0117 hartree/bohr
spin multiplicity = 2
E_LUMO (spin up / spin down) = 4.143 / 4.143 eV
total charge = -2
⟨S²⟩ = 0.76
energy = -127848.96186 eV
frontier orbital gap (spin up / spin down) = 0.2252 / 0.2252 Ha

***

(4)
Density functional theory data (ωB97M-V/def2-TZVPD) for a structure of composition C34H26F6N10O5S2Sc.

Structure (XYZ):
```
84
Properties=species:S:1:pos:R:3
Sc -1.330 0.901 1.424
N -2.647 2.400 0.409
C -3.888 2.037 -0.269
C -4.158 2.652 -1.481
C -5.329 2.372 -2.164
C -6.227 1.468 -1.618
C -5.942 0.854 -0.410
C -4.772 1.123 0.303
C -4.515 0.432 1.601
C -5.603 0.155 2.435
C -5.437 -0.558 3.611
C -4.176 -1.022 3.963
C -3.099 -0.727 3.145
C -3.229 0.013 1.963
H -2.187 3.126 -0.136
H -2.877 2.872 1.288
H -3.454 3.372 -1.888
H -5.538 2.860 -3.106
H -7.150 1.238 -2.134
H -6.633 0.120 -0.016
H -6.588 0.525 2.176
H -6.289 -0.749 4.250
H -4.034 -1.596 4.870
H -2.121 -1.088 3.457
C 2.214 2.615 -2.855
N 1.629 1.947 -1.691
C 0.354 1.722 -1.417
N 0.249 1.022 -0.292
C 1.558 0.880 0.096
N 2.415 1.423 -0.722
C 3.313 1.787 -3.478
C 4.336 2.409 -4.177
C 5.351 1.653 -4.749
C 5.378 0.278 -4.589
C 4.359 -0.345 -3.873
C 3.316 0.407 -3.351
C 4.415 -1.782 -3.603
N 5.295 -2.640 -3.972
N 4.930 -3.852 -3.392
C 3.859 -3.623 -2.721
O 3.459 -2.330 -2.804
C 3.075 -4.568 -1.924
C 3.419 -5.916 -1.960
C 2.691 -6.826 -1.215
C 1.622 -6.398 -0.443
C 1.267 -5.055 -0.413
C 0.032 -4.673 0.364
N 0.038 -3.317 0.909
C -0.671 -2.267 0.521
N -0.472 -1.261 1.358
C 0.411 -1.780 2.266
N 0.742 -3.022 2.025
C 2.001 -4.137 -1.149
H 2.592 3.587 -2.542
H 1.398 2.775 -3.560
H -0.459 2.023 -2.059
H 1.869 0.361 0.986
H 4.351 3.489 -4.270
H 6.141 2.144 -5.301
H 6.184 -0.320 -4.992
H 2.529 -0.103 -2.812
H 4.256 -6.227 -2.570
H 2.955 -7.875 -1.235
H 1.058 -7.117 0.140
H -0.102 -5.344 1.210
H -0.852 -4.749 -0.269
H -1.331 -2.267 -0.332
H 0.798 -1.228 3.108
H 1.746 -3.084 -1.135
F -0.453 2.024 6.330
C 0.110 1.414 5.315
F 1.424 1.436 5.414
F -0.314 0.152 5.242
S -0.393 2.216 3.736
O 0.347 1.462 2.683
O -1.811 1.938 3.517
N 0.062 3.654 3.949
S -0.254 4.796 2.857
O -0.358 6.052 3.502
O -1.251 4.355 1.913
C 1.322 4.829 1.879
F 1.268 3.878 0.932
F 2.371 4.593 2.646
F 1.438 6.004 1.296
```

largest force on an atom = 0.0173 hartree/bohr
E_LUMO = -2.652 eV
total charge = +1
energy = -119491.15705 eV
energy above the lowest of the compared OMol25 structures with the same formula, charge and spin = 37.1 kJ/mol
frontier orbital gap = 0.3059 Ha

***

(5)
Density functional theory data (ωB97M-V/def2-TZVPD) for a structure of composition C34H26N9O2RhS2.

Structure (XYZ):
```
74
Properties=species:S:1:pos:R:3
Rh 0.088 1.044 -0.331
C 1.644 -0.838 -3.852
C 2.797 -1.512 -3.453
C 3.214 -1.381 -2.155
C 2.486 -0.594 -1.241
N 1.331 -0.014 -1.621
C 0.960 -0.113 -2.912
N 3.078 -0.448 -0.011
C 2.690 0.407 0.875
N 1.606 1.232 0.893
C 1.549 1.891 2.089
N 0.622 2.628 2.585
C -0.648 2.736 2.076
C -1.520 3.528 2.847
C -2.835 3.667 2.497
C -3.297 3.005 1.362
C -2.404 2.257 0.641
N -1.102 2.120 0.966
C 2.774 1.577 2.849
C 3.221 2.006 4.082
C 4.407 1.451 4.551
C 5.101 0.496 3.811
C 4.635 0.064 2.574
C 3.462 0.629 2.115
H 1.279 -0.872 -4.869
H 3.365 -2.108 -4.155
H 4.118 -1.842 -1.788
H 0.075 0.436 -3.183
H -1.102 3.997 3.724
H -3.502 4.271 3.099
H -4.328 3.060 1.044
H -2.718 1.731 -0.245
H 2.662 2.735 4.653
H 4.797 1.759 5.513
H 6.017 0.080 4.211
H 5.159 -0.682 1.992
N -0.282 -7.133 1.888
C -0.438 -5.760 1.866
C 0.666 -4.926 1.650
C 0.519 -3.554 1.677
C -0.732 -2.996 1.912
C -1.834 -3.808 2.121
C -1.688 -5.182 2.103
S -0.888 -1.248 1.949
O -2.222 -0.925 2.379
O 0.239 -0.714 2.666
N -0.660 -0.771 0.406
C -1.625 -0.892 -0.533
N -1.567 0.170 -1.390
C -2.291 0.121 -2.502
C -3.161 -0.926 -2.731
C -3.238 -1.899 -1.737
N -2.483 -1.904 -0.649
H 0.544 -7.512 1.461
H -1.107 -7.696 1.784
H 1.641 -5.363 1.472
H 1.376 -2.910 1.520
H -2.800 -3.355 2.293
H -2.547 -5.820 2.275
H -2.200 0.963 -3.183
H -3.772 -0.971 -3.619
H -3.940 -2.722 -1.833
S 0.797 3.001 -1.373
C -0.383 3.153 -2.692
C -0.022 2.836 -4.004
C -0.937 2.942 -5.043
C -2.233 3.374 -4.793
C -2.596 3.723 -3.498
C -1.677 3.624 -2.463
H 0.989 2.501 -4.199
H -0.635 2.691 -6.052
H -2.947 3.459 -5.603
H -3.595 4.091 -3.295
H -1.952 3.934 -1.466
```

largest force on an atom = 0.0093 hartree/bohr
E_LUMO = -0.542 eV
energy = -77868.04897 eV
energy above the lowest of the compared OMol25 structures with the same formula, charge and spin = 0.0 kJ/mol
frontier orbital gap = 0.2642 Ha

***

(6)
Density functional theory data (ωB97M-V/def2-TZVPD) for a structure of composition C34H26N9RhSe at a distorted geometry.

Structure (XYZ):
```
71
Properties=species:S:1:pos:R:3
Rh 0.067 -0.300 0.061
N -0.179 -0.662 2.040
C 0.903 -0.322 3.010
C 0.534 -0.003 4.311
C 1.499 0.488 5.223
C 2.812 0.555 4.873
C 3.210 0.281 3.566
C 2.240 -0.176 2.609
C 2.751 -0.506 1.285
C 4.096 -0.817 1.226
C 4.810 -0.857 0.056
C 4.132 -0.767 -1.156
C 2.785 -0.531 -1.163
C 2.060 -0.403 0.047
H -0.976 -0.074 2.333
H -0.540 -1.627 2.118
H -0.489 -0.121 4.644
H 1.155 0.903 6.174
H 3.559 0.864 5.599
H 4.205 0.498 3.199
H 4.638 -0.979 2.145
H 5.870 -1.003 0.041
H 4.727 -0.854 -2.091
H 2.352 -0.305 -2.130
Se 0.060 5.288 -5.006
N -0.298 3.502 -5.088
C -0.281 3.065 -3.857
C -0.333 1.640 -3.612
C -0.447 0.635 -4.570
C -0.203 -0.689 -4.208
C 0.096 -0.934 -2.892
N 0.067 0.008 -1.926
C -0.061 1.317 -2.272
C 0.082 2.246 -1.221
N 0.211 1.674 0.016
C 0.411 2.515 1.070
C 0.459 3.882 0.959
C 0.299 4.505 -0.307
C 0.126 3.657 -1.400
C -0.080 4.076 -2.768
N 0.080 5.308 -3.170
H -0.724 0.927 -5.599
H -0.325 -1.507 -4.884
H 0.465 -1.903 -2.584
H 0.482 1.991 2.027
H 0.498 4.494 1.837
H 0.301 5.604 -0.413
N -2.502 -5.862 -2.703
C -1.867 -5.234 -1.934
C -1.102 -4.568 -0.954
C -0.380 -5.370 -0.060
C 0.539 -4.743 0.820
C 0.649 -3.357 0.763
N -0.152 -2.584 -0.006
C -1.065 -3.176 -0.790
H -0.589 -6.423 0.006
H 1.079 -5.375 1.494
H 1.344 -2.860 1.394
H -1.786 -2.581 -1.341
C -5.511 1.856 0.373
N -4.421 0.819 0.309
C -4.364 -0.366 1.073
C -3.163 -0.958 0.773
N -2.435 -0.141 -0.109
C -3.264 0.849 -0.389
H -6.370 1.405 0.894
H -5.871 2.156 -0.628
H -5.180 2.751 0.903
H -5.087 -0.649 1.827
H -2.644 -1.824 1.175
H -2.965 1.651 -1.042
```

largest force on an atom = 0.0847 hartree/bohr
spin multiplicity = 5
E_LUMO (spin up / spin down) = -5.672 / -9.326 eV
total charge = +2
⟨S²⟩ = 6.05
energy = -117426.30805 eV
energy above the lowest of the compared OMol25 structures with the same formula, charge and spin = 0.0 kJ/mol
frontier orbital gap (spin up / spin down) = 0.1606 / 0.1477 Ha